Formula: C48H60N5O4Ti
Source: the Open Molecules 2025 dataset
Level of theory: wB97M-V/def2-TZVPD

E_LUMO (alpha / beta) = 0.091 / 0.053 Ha
frontier orbital gap (alpha / beta) = 4.80 / 6.05 eV
multiplicity = 3
total charge = -1
highest occupied orbital energy (alpha / beta) = -2.3 / -4.6 eV

Element x y z (Å)
Ti1 -0.327 -0.208 -1.578
O1 0.929 1.262 -1.717
C1 2.073 1.300 -2.379
C2 3.171 1.961 -1.835
C3 4.385 2.015 -2.519
C4 4.498 1.407 -3.768
C5 3.411 0.760 -4.327
C6 2.170 0.674 -3.657
C7 1.062 0.026 -4.246
N1 -0.099 -0.272 -3.631
C8 -1.158 -0.671 -4.550
C9 -2.442 -0.064 -4.021
N2 -2.469 -0.494 -2.649
C10 -3.499 -1.008 -2.124
C11 -3.481 -1.602 -0.801
C12 -4.664 -1.779 -0.084
C13 -4.662 -2.393 1.154
C14 -3.455 -2.877 1.660
C15 -2.276 -2.748 0.955
C16 -2.250 -2.090 -0.293
O2 -1.137 -1.971 -0.959
H1 3.049 2.408 -0.856
H2 5.237 2.516 -2.077
H3 5.438 1.435 -4.307
H4 3.510 0.286 -5.299
H5 1.171 -0.272 -5.289
H6 -1.261 -1.765 -4.574
H7 -0.945 -0.322 -5.565
H8 -3.333 -0.386 -4.578
H9 -2.353 1.025 -4.034
H10 -4.447 -1.050 -2.678
H11 -5.594 -1.412 -0.509
H12 -5.579 -2.504 1.719
H13 -3.439 -3.366 2.628
H14 -1.338 -3.130 1.342
C17 -0.015 1.400 5.487
C18 -1.125 2.191 4.795
C19 -0.801 3.685 4.930
C20 -2.444 1.892 5.520
C21 -1.257 1.824 3.317
C22 -0.435 0.894 2.706
C23 -0.598 0.601 1.346
N3 0.144 -0.237 0.571
C24 0.979 -1.225 0.929
C25 1.168 -1.810 2.197
C26 2.039 -2.859 2.370
C27 2.751 -3.334 1.248
C28 2.586 -2.837 -0.029
C29 1.651 -1.783 -0.211
O3 1.357 -1.314 -1.379
C30 3.340 -3.385 -1.238
C31 2.342 -3.983 -2.242
C32 4.142 -2.258 -1.905
C33 4.326 -4.490 -0.847
C34 2.167 -3.503 3.753
C35 3.242 -4.589 3.798
C36 0.825 -4.141 4.135
C37 2.530 -2.435 4.794
C38 -1.568 1.293 0.567
O4 -1.595 1.011 -0.714
C39 -2.429 2.223 1.179
C40 -2.238 2.448 2.539
C41 -3.552 2.991 0.470
C42 -3.268 4.497 0.567
C43 -3.746 2.652 -1.012
C44 -4.879 2.678 1.181
H15 0.037 1.685 6.541
H16 0.961 1.597 5.040
H17 -0.198 0.325 5.442
H18 -0.725 3.968 5.984
H19 -1.574 4.303 4.471
H20 0.145 3.919 4.440
H21 -2.363 2.137 6.583
H22 -2.703 0.836 5.427
H23 -3.268 2.474 5.104
H24 0.371 0.433 3.253
H25 0.566 -1.469 3.026
H26 3.448 -4.145 1.392
H27 1.640 -3.231 -2.596
H28 1.775 -4.792 -1.775
H29 2.883 -4.394 -3.099
H30 3.502 -1.441 -2.231
H31 4.672 -2.650 -2.778
H32 4.886 -1.858 -1.211
H33 3.819 -5.353 -0.410
H34 5.076 -4.135 -0.137
H35 4.851 -4.831 -1.742
H36 3.010 -5.415 3.124
H37 3.307 -4.995 4.810
H38 4.226 -4.198 3.530
H39 0.553 -4.924 3.424
H40 0.023 -3.402 4.138
H41 0.880 -4.586 5.133
H42 3.470 -1.945 4.535
H43 2.636 -2.886 5.784
H44 1.762 -1.663 4.860
H45 -2.885 3.169 3.026
H46 -2.330 4.742 0.066
H47 -3.195 4.833 1.603
H48 -4.069 5.062 0.083
H49 -2.870 2.870 -1.619
H50 -4.585 3.249 -1.385
H51 -3.984 1.598 -1.152
H52 -4.864 2.972 2.232
H53 -5.090 1.608 1.135
H54 -5.700 3.212 0.694
C45 2.129 4.183 -4.629
N4 0.728 3.830 -4.745
C46 0.006 3.656 -5.897
C47 -1.221 3.205 -5.501
N5 -1.266 3.095 -4.136
C48 -0.078 3.461 -3.722
H55 2.451 4.648 -5.559
H56 2.735 3.300 -4.433
H57 2.258 4.897 -3.818
H58 0.432 3.865 -6.863
H59 -2.067 2.952 -6.120
H60 0.261 3.446 -2.698

---

Formula: C9H37O9
Source: the Open Molecules 2025 dataset
Level of theory: wB97M-V/def2-TZVPD

E_LUMO = -0.123 Ha
frontier orbital gap = 8.67 eV
total charge = +1
highest occupied orbital energy = -12.0 eV

Element x y z (Å)
O1 1.119 -0.130 -0.560
H1 1.148 -1.089 -0.527
H2 1.302 0.265 -1.416
H3 1.673 0.261 0.119
O2 4.128 -0.293 -0.212
H4 4.284 -1.237 -0.202
H5 4.360 -0.001 0.670
O3 2.349 -2.170 -3.001
H6 2.742 -2.394 -2.158
H7 2.013 -3.001 -3.338
O4 0.655 0.053 -3.261
H8 1.313 0.673 -3.575
H9 0.975 -0.802 -3.550
O5 2.263 1.584 0.914
H10 2.163 1.999 1.771
H11 3.203 1.626 0.736
O6 1.147 -2.597 0.064
H12 1.794 -3.030 0.622
H13 0.923 -3.253 -0.596
C1 -3.184 -3.451 -0.415
C2 -3.129 -2.013 -0.908
C3 -4.016 -1.064 -0.127
O7 -1.802 -1.554 -0.795
H14 -4.133 -3.956 -0.592
H15 -3.009 -3.363 0.658
H16 -2.369 -4.042 -0.834
H17 -3.552 -1.944 -1.910
H18 -4.153 -0.127 -0.666
H19 -3.557 -0.937 0.853
H20 -5.024 -1.449 0.026
H21 -1.603 -1.585 0.144
C4 -1.236 5.612 -2.378
C5 -0.519 4.650 -1.435
C6 -0.340 3.197 -2.055
O8 0.767 5.183 -1.201
H22 -2.197 5.193 -2.677
H23 -0.607 5.758 -3.256
H24 -1.323 6.631 -2.002
H25 -0.999 4.567 -0.460
H26 0.332 3.240 -2.912
H27 -1.343 2.912 -2.374
H28 0.171 2.567 -1.327
H29 1.116 5.441 -2.057
C7 0.073 -0.196 4.425
C8 0.571 -1.630 4.333
C9 0.221 -2.087 2.877
O9 1.974 -1.469 4.340
H30 -1.011 -0.136 4.528
H31 0.482 0.437 3.638
H32 0.527 0.319 5.272
H33 0.183 -2.305 5.096
H34 -0.798 -2.388 2.632
H35 0.890 -2.926 2.687
H36 0.535 -1.302 2.189
H37 2.510 -2.250 4.186

---

Formula: C8H8Cl3NOS
Source: the Open Molecules 2025 dataset
Level of theory: wB97M-V/def2-TZVPD

E_LUMO = -0.046 Ha
frontier orbital gap = 8.03 eV
structure (SMILES) = O=C/N=C1\C=CC=C[C@@H]1S.ClC(Cl)Cl
total charge = 0
highest occupied orbital energy = -9.3 eV

Element x y z (Å)
O1 -1.570 -3.471 -0.217
C1 -1.037 -2.726 0.625
N1 -0.825 -1.378 0.451
C2 0.088 -0.501 0.186
C3 1.437 -0.743 -0.133
C4 2.188 0.143 -0.788
C5 1.755 1.425 -1.070
C6 0.514 1.892 -0.705
C7 -0.390 1.001 0.130
S1 -0.247 1.769 1.891
H1 -1.096 -2.896 1.759
H2 1.831 -1.763 0.062
H3 3.171 -0.134 -1.143
H4 2.405 1.969 -1.648
H5 0.299 2.917 -1.131
H6 -1.479 0.945 -0.080
H7 -1.327 1.366 2.539
Cl1 -3.727 -0.527 -1.483
C8 -4.034 -0.854 0.179
Cl2 -4.873 0.647 0.762
Cl3 -5.144 -2.263 0.378
H8 -3.028 -0.965 0.543

---

Formula: CHCl2OPS
Source: the Open Molecules 2025 dataset
Level of theory: wB97M-V/def2-TZVPD

E_LUMO = -0.049 Ha
frontier orbital gap = 8.11 eV
total charge = 0
highest occupied orbital energy = -9.5 eV

Element x y z (Å)
C1 -0.139 -0.408 -0.929
O1 1.017 -0.111 1.745
P1 2.053 -1.132 1.600
S1 0.984 -1.592 -0.989
Cl1 1.567 -2.678 2.780
Cl2 -1.112 -0.066 -2.296
H1 -0.210 0.286 -0.209

---

Formula: C2H6N4S2
Source: the Open Molecules 2025 dataset
Level of theory: wB97M-V/def2-TZVPD

E_LUMO = 0.021 Ha
frontier orbital gap = 8.78 eV
structure (SMILES) = NN(/C=N\S)/C=N\S
total charge = 0
highest occupied orbital energy = -8.2 eV

Element x y z (Å)
N1 0.210 -1.082 -0.004
N2 0.197 0.325 0.002
C1 1.412 1.026 -0.004
N3 2.623 0.670 0.000
S1 3.354 -0.847 -0.005
C2 -0.991 1.056 0.000
N4 -2.216 0.708 -0.006
S2 -2.764 -0.911 -0.004
H1 -0.231 -1.466 0.821
H2 -0.253 -1.439 -0.817
H3 1.244 2.110 0.001
H4 2.285 -1.694 0.009
H5 -0.808 2.126 -0.009
H6 -4.062 -0.583 0.016

---

Formula: H36O18
Source: the Open Molecules 2025 dataset
Level of theory: wB97M-V/def2-TZVPD

E_LUMO = -0.004 Ha
frontier orbital gap = 10.27 eV
total charge = 0
highest occupied orbital energy = -10.4 eV

Element x y z (Å)
O1 0.947 5.270 -1.460
H1 1.216 5.437 -0.541
H2 0.910 5.978 -2.093
O2 3.742 -4.398 -0.884
H3 2.800 -4.332 -1.064
H4 4.273 -3.726 -1.292
O3 1.610 -4.119 -3.341
H5 0.688 -3.934 -3.126
H6 1.546 -5.075 -3.476
O4 -0.295 1.153 -0.417
H7 -0.222 0.209 -0.446
H8 -0.529 1.525 -1.307
O5 -0.644 -0.523 -4.626
H9 -1.156 -1.155 -5.152
H10 0.222 -0.407 -5.017
O6 3.509 -3.516 1.401
H11 4.545 -3.627 1.358
H12 3.374 -4.340 0.951
O7 -0.413 2.788 -3.044
H13 -0.107 3.642 -2.669
H14 0.282 2.095 -3.097
O8 3.489 0.458 -1.867
H15 3.439 0.321 -0.901
H16 4.362 0.745 -2.039
O9 -2.904 1.447 0.392
H17 -2.686 1.371 1.343
H18 -1.948 1.503 0.120
O10 -1.150 4.416 2.986
H19 -0.810 4.888 2.196
H20 -0.328 4.374 3.491
O11 1.189 1.413 2.513
H21 0.680 1.225 1.706
H22 1.767 0.705 2.750
O12 -4.123 -2.577 2.212
H23 -4.063 -2.972 1.344
H24 -3.665 -3.315 2.656
O13 -3.329 -1.544 -2.108
H25 -3.340 -1.078 -1.239
H26 -2.968 -0.764 -2.629
O14 -0.771 -2.811 -0.928
H27 -1.094 -2.883 -0.018
H28 -1.338 -2.631 -1.661
O15 -2.777 0.981 3.696
H29 -3.608 0.546 4.059
H30 -2.213 0.246 3.417
O16 3.219 2.364 4.056
H31 3.060 3.264 3.790
H32 2.470 1.855 4.306
O17 2.642 -1.737 2.951
H33 2.390 -2.048 2.110
H34 3.546 -1.529 3.046
O18 -5.333 1.364 -0.979
H35 -5.055 2.172 -1.390
H36 -5.051 1.287 -0.039

---

Formula: C33H37N9O7S2Ta
Source: the Open Molecules 2025 dataset
Level of theory: wB97M-V/def2-TZVPD

E_LUMO = -0.372 Ha
frontier orbital gap = 6.26 eV
total charge = +3
highest occupied orbital energy = -16.4 eV

Element x y z (Å)
Ta1 1.072 0.417 -0.104
C1 -0.603 -0.308 4.064
C2 0.128 0.571 4.921
C3 1.052 1.407 4.320
C4 1.233 1.306 2.962
N1 0.526 0.457 2.134
C5 -0.384 -0.310 2.734
C6 2.324 1.953 2.236
C7 3.288 2.689 2.856
C8 4.472 3.106 2.219
C9 4.620 2.791 0.882
C10 3.625 2.060 0.232
C11 2.459 1.631 0.862
H1 -1.342 -0.990 4.409
H2 0.044 0.599 6.003
H3 1.654 2.092 4.879
H4 -0.962 -0.976 2.099
H5 3.268 2.844 3.946
H6 5.187 3.665 2.832
H7 5.524 3.053 0.347
H8 3.805 1.786 -0.786
C12 -1.233 3.598 1.843
O1 -0.308 3.039 0.953
C13 0.228 3.905 -0.082
C14 0.079 3.306 -1.455
O2 1.003 2.201 -1.644
C15 1.719 2.379 -2.890
H9 -2.046 4.014 1.249
H10 -0.742 4.435 2.421
H11 -1.534 2.862 2.569
H12 1.292 4.070 0.065
H13 -0.326 4.835 -0.144
H14 0.339 4.058 -2.199
H15 -0.937 2.941 -1.670
H16 1.066 2.680 -3.658
H17 2.133 1.457 -3.225
H18 2.489 3.143 -2.783
N2 -0.771 -2.548 -0.384
C16 0.435 -2.697 0.112
N3 1.190 -1.670 0.574
C17 2.398 -2.166 1.208
C18 3.387 -1.388 1.706
C19 4.478 -2.042 2.248
C20 4.559 -3.420 2.322
C21 3.569 -4.199 1.722
C22 2.495 -3.547 1.145
S1 1.081 -4.270 0.394
H19 -1.244 -3.367 -0.775
H20 -1.426 -1.791 -0.121
H21 3.419 -0.331 1.671
H22 5.348 -1.484 2.592
H23 5.439 -3.903 2.752
H24 3.593 -5.259 1.531
C23 -5.494 -4.233 -2.261
C24 -5.217 -3.283 -1.002
S2 -4.035 -2.070 -1.301
O3 -3.689 -1.479 0.013
O4 -2.965 -2.680 -2.087
C25 -4.879 -0.851 -2.326
C26 -3.958 0.315 -2.691
N4 -2.881 0.695 -1.695
C27 -1.576 0.310 -1.743
N5 -0.975 0.609 -0.571
C28 -1.988 1.111 0.290
C29 -3.090 1.185 -0.475
N6 -4.416 1.545 0.116
O5 -4.447 1.808 1.274
O6 -5.371 1.673 -0.642
C30 -0.929 -0.347 -2.900
H25 -4.673 -4.270 -2.952
H26 -6.454 -3.968 -2.672
H27 -5.609 -5.184 -1.780
H28 -4.681 -3.866 -0.258
H29 -6.130 -2.894 -0.519
H30 -5.710 -0.514 -1.755
H31 -5.259 -1.428 -3.210
H32 -4.537 1.199 -2.941
H33 -3.462 0.077 -3.639
H34 -1.908 1.350 1.360
H35 0.031 0.113 -3.137
H36 -1.525 -0.278 -3.836
H37 -0.733 -1.409 -2.710
O7 2.085 -0.262 -1.464
N7 2.228 -1.236 -2.443
C31 3.387 -1.731 -2.467
C32 3.535 -2.881 -3.314
N8 3.491 -3.852 -3.944
C33 4.459 -1.194 -1.588
N9 5.218 -0.761 -0.825

---

Formula: C3H3NO4
Source: the Open Molecules 2025 dataset
Level of theory: wB97M-V/def2-TZVPD

E_LUMO = -0.009 Ha
frontier orbital gap = 10.73 eV
structure (SMILES) = C=CC(=O)O[N+](=O)[O-]
total charge = 0
highest occupied orbital energy = -11.0 eV

Element x y z (Å)
C1 0.333 -0.074 -0.402
C2 -0.758 -0.186 0.319
C3 -1.276 0.872 1.349
O1 -2.322 0.748 1.893
O2 -0.554 2.040 1.325
N1 -0.946 3.305 2.099
O3 -1.604 3.036 3.025
O4 -0.427 4.302 1.733
H1 0.744 -0.725 -1.237
H2 1.082 0.635 -0.317
H3 -1.327 -0.996 0.199

---

Formula: C18H34N7Os
Source: the Open Molecules 2025 dataset
Level of theory: wB97M-V/def2-TZVPD

E_LUMO (alpha / beta) = -0.344 / -0.485 Ha
frontier orbital gap (alpha / beta) = 9.18 / 5.85 eV
multiplicity = 5
total charge = +3
highest occupied orbital energy (alpha / beta) = -18.6 / -19.0 eV

Element x y z (Å)
Os1 0.424 -0.742 0.351
C1 -0.398 -0.281 3.103
N1 0.596 -1.184 2.426
C2 1.927 -0.952 3.055
C3 0.199 -2.602 2.688
C4 -0.788 -3.065 1.686
C5 -1.587 -4.232 1.934
C6 -2.470 -4.679 0.984
C7 -2.547 -3.978 -0.217
C8 -1.733 -2.816 -0.466
C9 -0.840 -2.334 0.475
H1 -0.347 -0.442 4.181
H2 -1.402 -0.503 2.744
H3 -0.148 0.755 2.881
H4 1.867 -1.178 4.121
H5 2.207 0.089 2.919
H6 2.662 -1.606 2.591
H7 -0.136 -2.719 3.723
H8 1.087 -3.242 2.585
H9 -1.484 -4.745 2.884
H10 -3.086 -5.552 1.152
H11 -3.222 -4.310 -0.997
H12 -1.844 -2.342 -1.434
C10 4.641 -0.253 0.660
C11 3.801 0.777 -0.075
C12 4.429 1.125 -1.419
C13 3.567 2.020 0.772
N2 2.394 0.238 -0.364
N3 2.300 -1.019 -1.053
H13 5.604 0.202 0.896
H14 4.876 -1.133 0.055
H15 4.198 -0.554 1.605
H16 5.415 1.559 -1.257
H17 3.838 1.867 -1.964
H18 4.572 0.247 -2.051
H19 4.514 2.536 0.927
H20 3.155 1.771 1.750
H21 2.895 2.726 0.278
H22 2.014 0.927 -1.012
H23 2.991 -1.667 -0.682
H24 2.400 -0.986 -2.065
C14 -4.292 3.222 -0.967
C15 -3.925 2.879 -2.405
C16 -4.372 1.473 -2.791
C17 -2.436 3.099 -2.686
N4 -1.577 2.133 -1.949
C18 -1.164 0.916 -2.310
N5 -0.435 0.443 -1.317
N6 -0.443 1.394 -0.355
N7 -1.133 2.402 -0.722
H25 -5.367 3.128 -0.823
H26 -4.012 4.243 -0.709
H27 -3.810 2.544 -0.257
H28 -4.416 3.588 -3.077
H29 -3.958 0.720 -2.109
H30 -4.096 1.216 -3.816
H31 -5.455 1.392 -2.719
H32 -2.088 4.079 -2.365
H33 -2.190 2.961 -3.739
H34 -1.378 0.446 -3.256

---

In eV, the ΔE to the lowest compared entry with this formula, charge and spin values for the records above are, in order, 0.000, 1.775, 1.591, 1.283, 2.932, 4.977, 0.542, 6.252, 0.812.